# 1
Molecular formula: C5H13N2O
Method: DFT, ωB97M-V with the def2-TZVPD basis set

2S+1: 1
Net charge: -1
SMILES: CNC[C@@H](C)NC[O-]

Each line ends with the Löwdin charge.
Positions of all 21 atoms, in Å:
O1 3.010 -1.444 -0.053  -0.3074
N1 -2.058 0.023 0.121  -0.1724
N2 0.915 -0.685 0.945  -0.0198
C1 -0.807 0.656 -0.348  -0.2369
C2 -3.012 1.008 0.615  -0.1949
C3 1.596 0.630 -1.094  -0.1231
C4 1.959 -1.994 0.447  -0.4658
C5 0.553 -0.153 -0.404  -0.4761
H1 1.221 1.064 -2.040  0.0701
H2 1.610 -0.013 1.297  0.0528
H3 -3.082 1.871 -0.072  0.0769
H4 2.065 1.323 -0.427  0.0607
H5 -2.784 1.344 1.602  0.0505
H6 -4.008 0.566 0.658  0.0568
H7 2.482 -0.023 -1.310  0.0712
H8 -0.855 1.123 -1.337  0.0929
H9 1.970 -2.585 1.392  0.0569
H10 -1.761 -0.650 0.960  0.1405
H11 -0.772 1.415 0.482  0.1023
H12 0.322 -0.918 -1.104  0.1031
H13 1.435 -2.556 -0.329  0.0618

# 2
Molecular formula: C5H13N2O
Method: DFT, ωB97M-V with the def2-TZVPD basis set

2S+1: 2

Each line ends with the Löwdin spin population.
Positions of all 21 atoms, in Å:
O1 1.455 -0.007 -1.300  0.0680
N1 0.093 -0.979 0.256  0.0150
N2 0.458 2.438 -0.987  0.1972
C1 0.475 0.047 -0.559  0.0645
C2 -2.068 -0.168 1.384  0.0097
C3 1.056 -2.067 0.363  0.0054
C4 -0.775 -0.962 1.426  0.0097
C5 -0.410 1.266 -0.727  0.1638
H1 0.546 -3.030 0.484  0.0000
H2 -0.171 -0.610 2.241  0.0073
H3 -1.033 1.174 -1.595  0.0452
H4 -2.629 -0.366 0.493  0.0010
H5 -0.952 -2.005 1.598  0.0002
H6 -0.112 3.299 -0.957  0.1456
H7 -1.104 1.538 0.058  0.0429
H8 1.710 -2.050 -0.498  0.0011
H9 1.175 2.547 -0.258  0.1206
H10 -1.930 0.898 1.464  0.0126
H11 0.919 2.427 -1.930  0.0876
H12 1.683 -1.932 1.271  0.0023
H13 -2.668 -0.471 2.232  0.0001

| no. | E (Ha) |
| --- | --- |
| 1 | -382.984932 |
| 2 | -382.942675 |